(1)
Below is the molecule C4H5NO2, with properties calculated with ωB97M-V with the def2-TZVPD basis set.

ORCA input file:
```
! RIJCOSX wB97M-V def2-TZVPD def2/J DEFGRID3
* xyz 0 1
O 2.868 0.527 -0.635
C 1.944 -0.203 -0.391
C 0.976 0.090 0.764
O 1.323 0.636 1.784
N -0.291 -0.397 0.508
C -1.029 -0.273 -0.725
C -1.549 0.300 0.553
H 1.728 -1.100 -1.009
H -1.424 -1.205 -1.123
H -0.673 0.439 -1.467
H -1.513 1.384 0.660
H -2.358 -0.199 1.081
*
```

HOMO-LUMO gap   0.3576 Eh
ΔE to the lowest compared entry with this formula, charge and spin   205.3 kJ/mol

Atomic charges from the Mulliken analysis, expressed in e, are listed below: O -0.4092; C -0.0598; C 0.5388; O -0.5160; N -0.1468; C -0.4641; C -0.3193; H 0.3506; H 0.2562; H 0.2914; H 0.2467; H 0.2313



(2)
Below is a structure of composition C27H36N12O9P2SSr at a distorted geometry, with properties calculated with ωB97M-V with the def2-TZVPD basis set.

ORCA input file:
```
! RIJCOSX wB97M-V def2-TZVPD def2/J DEFGRID3
* xyz 0 1
Sr 13.842 13.169 14.376
N 10.797 12.983 16.456
N 10.350 14.267 16.426
C 10.741 15.172 15.495
N 10.131 16.321 15.484
N 11.858 14.852 14.755
N 12.256 15.735 13.875
O 11.613 16.773 13.547
O 13.266 15.388 13.247
H 10.887 12.640 15.493
H 11.654 12.894 17.045
H 9.344 14.357 16.666
H 9.521 16.537 16.280
H 10.291 16.978 14.704
N 17.282 13.018 18.373
C 16.473 12.476 17.199
C 16.659 10.958 16.980
P 17.238 13.029 15.676
O 18.468 12.199 15.485
O 17.764 14.514 15.768
O 16.221 12.674 14.635
P 14.745 13.487 17.648
O 15.027 14.999 17.235
O 14.812 13.283 19.096
O 13.669 12.806 16.708
H 17.621 14.817 16.611
H 17.593 13.991 18.221
H 17.005 13.001 19.321
H 17.173 10.658 16.076
H 15.571 10.604 16.775
H 17.160 10.470 17.837
H 18.723 11.780 14.627
H 14.504 15.832 17.143
C 13.362 12.025 10.035
C 14.455 12.950 10.518
N 14.728 13.255 11.787
C 15.654 14.321 11.749
C 15.999 14.588 10.465
N 15.224 13.746 9.632
C 15.113 13.729 8.170
N 13.782 14.168 7.730
N 13.332 13.676 6.475
N 12.119 14.084 6.302
C 11.727 14.973 7.362
C 10.497 15.550 7.634
C 10.369 16.155 8.886
C 11.459 16.353 9.756
C 12.711 15.870 9.393
C 12.800 14.974 8.293
H 13.469 11.610 9.010
H 12.447 12.592 10.006
H 13.119 11.146 10.660
H 16.072 14.691 12.672
H 16.751 15.235 10.060
H 15.301 12.685 7.777
H 15.812 14.437 7.684
H 9.628 15.665 6.942
H 9.393 16.509 9.220
H 11.250 16.874 10.665
H 13.620 15.957 9.992
O 9.947 19.934 11.651
S 11.241 20.190 12.380
C 12.602 19.344 11.457
C 13.878 20.228 11.560
C 13.432 21.724 11.595
C 12.040 21.943 12.173
H 12.245 19.095 10.422
H 12.676 18.362 11.903
H 14.582 20.096 10.770
H 14.469 20.032 12.445
H 13.330 21.976 10.537
H 14.130 22.409 12.192
H 11.352 22.509 11.521
H 11.998 22.407 13.196
N 8.934 4.289 13.751
C 9.282 5.396 13.938
C 9.733 6.737 14.095
C 10.419 7.181 15.285
C 10.938 8.453 15.346
C 10.825 9.315 14.211
C 9.982 8.908 13.059
C 9.523 7.611 12.969
C 11.649 10.381 14.005
C 12.516 11.144 13.447
H 10.477 6.513 16.162
H 11.452 8.853 16.234
H 9.876 9.663 12.247
H 8.800 7.251 12.125
*
```

HOMO-LUMO gap   0.2308 Eh
ΔE to the lowest compared entry with this formula, charge and spin   12.0 kJ/mol

Atomic charges from the Mulliken analysis, expressed in e, are listed below: Sr 2.1449; N -0.5699; N -0.1393; C 0.2623; N -0.2761; N -1.0330; N 2.1534; O -0.8900; O -0.9421; H 0.1219; H 0.3793; H 0.2795; H 0.2051; H 0.3061; N -0.7581; C 0.9709; C -1.2766; P 0.5065; O -0.5546; O -0.6130; O -0.6463; P 0.8140; O -0.6089; O -0.7676; O -0.6672; H 0.2690; H 0.1090; H 0.3453; H 0.2995; H 0.2158; H 0.3793; H 0.4105; H 0.3525; C -1.1504; C 0.3787; N 0.2583; C -0.3913; C -0.9416; N 0.2862; C -0.8856; N 0.5496; N -0.6138; N -0.5030; C 0.3836; C -0.7363; C -0.7507; C -0.5991; C -0.0936; C 0.5733; H 0.3839; H 0.1743; H 0.3007; H 0.3924; H 0.4194; H 0.3890; H 0.3170; H 0.3439; H 0.4123; H 0.7375; H 0.3315; O -0.6434; S 0.4158; C 0.3566; C -0.8610; C -0.5142; C -0.5957; H 0.2355; H -0.3105; H 0.3852; H 0.3214; H 0.2569; H 0.2906; H 0.3158; H 0.3380; N -0.5313; C 0.0278; C 0.6373; C -0.5347; C -0.3795; C 0.7746; C -0.5737; C -0.4589; C -0.4121; C -0.6964; H 0.3580; H 0.4294; H 0.3587; H 0.2620



(3)
Below is a cluster of 11 separate species, C32H91N5O11 in total at a distorted geometry, with properties calculated with ωB97M-V with the def2-TZVPD basis set.

ORCA input file:
```
! RIJCOSX wB97M-V def2-TZVPD def2/J DEFGRID3
* xyz 0 1
C -0.299 -1.557 -3.511
C 1.207 -1.421 -3.555
O 1.709 -1.665 -4.871
H -0.554 -2.580 -3.809
H -0.782 -0.822 -4.148
H -0.687 -1.517 -2.491
H 1.646 -2.163 -2.885
H 1.598 -0.447 -3.244
H 1.258 -1.067 -5.477
C -6.136 -0.123 1.434
C -5.865 -0.982 2.654
O -4.514 -1.386 2.771
H -7.152 0.265 1.507
H -6.011 -0.680 0.500
H -5.394 0.676 1.395
H -6.539 -1.841 2.767
H -6.050 -0.384 3.553
H -4.239 -1.877 1.979
C -1.938 0.185 -0.120
C -0.475 0.539 -0.122
O -0.162 1.009 -1.410
H -2.488 -0.115 0.775
H -2.141 -0.594 -0.863
H -2.509 1.053 -0.473
H 0.148 -0.339 0.099
H -0.302 1.301 0.655
H 0.770 1.339 -1.409
C -5.891 -0.732 -3.175
C -4.628 -0.096 -2.649
O -3.478 -0.536 -3.340
H -6.084 -0.471 -4.223
H -6.826 -0.311 -2.783
H -5.899 -1.807 -3.008
H -4.556 -0.342 -1.576
H -4.655 0.994 -2.628
H -3.436 -1.497 -3.303
C -4.733 -3.502 -0.984
C -3.855 -4.278 -0.023
O -3.637 -3.419 1.104
H -5.778 -3.506 -0.682
H -4.686 -3.951 -1.980
H -4.321 -2.496 -1.060
H -2.909 -4.578 -0.492
H -4.290 -5.240 0.269
H -3.344 -3.985 1.827
C -2.127 3.874 1.675
C -2.658 2.831 2.618
O -2.093 2.960 3.933
H -2.311 4.902 1.998
H -2.692 3.765 0.745
H -1.051 3.780 1.532
H -2.462 1.818 2.240
H -3.756 2.854 2.680
H -2.281 2.122 4.369
C 5.390 2.422 2.572
C 5.114 0.908 2.669
C 4.175 0.498 1.544
O 2.846 1.006 1.616
C 2.213 0.858 2.860
N 6.405 0.223 2.589
H 4.460 2.943 2.821
H 5.656 2.682 1.549
H 6.113 2.695 3.335
H 4.700 0.699 3.654
H 4.077 -0.603 1.495
H 4.584 0.774 0.568
H 2.174 -0.203 3.149
H 1.184 1.207 2.847
H 2.765 1.377 3.646
H 6.861 0.384 1.700
H 6.345 -0.773 2.757
C 1.159 -3.670 0.965
C 2.409 -4.528 0.817
C 3.354 -3.922 -0.204
O 4.495 -4.707 -0.420
C 4.333 -5.794 -1.287
N 3.023 -4.624 2.166
H 1.373 -2.597 0.960
H 0.548 -3.933 1.822
H 0.565 -3.804 0.049
H 2.141 -5.545 0.529
H 3.576 -2.876 0.029
H 2.794 -3.818 -1.155
H 5.340 -6.186 -1.447
H 3.993 -5.516 -2.292
H 3.706 -6.591 -0.878
H 3.199 -3.669 2.487
H 3.988 -4.947 2.053
C 3.682 4.112 -1.937
C 2.779 3.592 -0.849
C 1.534 4.463 -0.749
O 1.864 5.788 -0.418
C 0.752 6.636 -0.414
N 2.340 2.185 -1.070
H 3.864 5.178 -1.820
H 3.154 4.032 -2.903
H 4.604 3.560 -2.135
H 3.231 3.744 0.143
H 0.776 4.057 -0.068
H 1.057 4.457 -1.748
H 0.492 6.969 -1.423
H 0.935 7.463 0.273
H -0.135 6.155 0.030
H 3.068 1.872 -1.712
H 2.558 1.698 -0.197
C 0.405 2.773 -4.250
C -0.074 1.833 -5.340
C -1.580 1.926 -5.487
O -1.981 1.101 -6.545
C -3.370 1.066 -6.674
N 0.596 1.992 -6.626
H 0.492 3.805 -4.613
H 1.379 2.506 -3.843
H -0.337 2.822 -3.448
H 0.126 0.808 -5.020
H -1.860 2.978 -5.686
H -2.079 1.681 -4.541
H -3.862 0.625 -5.798
H -3.701 0.549 -7.575
H -3.796 2.076 -6.819
H 1.572 2.254 -6.483
H 0.275 2.852 -7.078
C 2.276 -0.418 6.239
C 1.141 -1.419 6.509
C 0.499 -1.922 5.227
O -0.091 -0.857 4.513
C -0.436 -1.210 3.211
N 1.732 -2.638 7.158
H 1.838 0.461 5.753
H 2.984 -0.840 5.528
H 2.661 -0.097 7.205
H 0.408 -0.970 7.180
H -0.227 -2.683 5.540
H 1.294 -2.359 4.606
H -1.042 -2.122 3.156
H 0.404 -1.332 2.509
H -1.022 -0.451 2.690
H 1.392 -2.653 8.119
H 2.713 -2.427 7.326
*
```

HOMO-LUMO gap   0.3502 Eh
ΔE to the lowest compared entry with this formula, charge and spin   114.2 kJ/mol

Here are the Mulliken charges for atoms 1 to 99, given in e: C -0.4300; C 0.1748; O -0.6125; H 0.5172; H 0.1486; H -0.2530; H -0.0246; H 0.0982; H 0.3749; C -0.5542; C -0.3245; O -0.4512; H 0.4341; H 0.0451; H 0.0325; H 0.2944; H 0.2902; H 0.2913; C -0.8981; C 0.7259; O 0.4201; H -0.0647; H -0.0695; H 0.2263; H 0.0702; H -0.1167; H -0.0353; C -1.2297; C 0.2311; O -0.2459; H 0.3696; H 0.4001; H 0.1977; H -0.3914; H 0.4285; H 0.2578; C -0.6357; C -0.5104; O -0.4056; H 0.3106; H 0.4536; H -0.1244; H 0.2619; H 0.3888; H 0.1951; C -0.9277; C 0.3639; O -0.5929; H 0.4724; H 0.3381; H -0.0732; H -0.2476; H 0.3230; H 0.3418; C -1.3331; C 0.6430; C -0.1389; O -0.6316; C -1.1747; N -0.7257; H 0.2699; H 0.3042; H 0.4547; H 0.0947; H -0.2277; H 0.4314; H 0.3208; H 0.3903; H 0.4106; H 0.2546; H 0.2321; C -1.0402; C 0.3375; C -0.0621; O -0.4394; C -0.6430; N -0.7021; H -0.2437; H 0.4613; H 0.3791; H 0.3045; H 0.0569; H 0.1830; H 0.2925; H 0.2608; H 0.2772; H 0.1931; H 0.3289; C -1.6554; C 0.8039; C 0.2376; O -0.4300; C -0.6004; N 0.2578; H 0.4172; H 0.3342; H 0.4343; H -0.0097; H -0.3591



(4)
Below is a cluster of 5 separate species, C16H41FNO12S4 in total at a distorted geometry, with properties calculated with ωB97M-V with the def2-TZVPD basis set.

ORCA input file:
```
! RIJCOSX wB97M-V def2-TZVPD def2/J DEFGRID3
* xyz 1 1
F -2.376 1.258 0.644
C -2.526 -0.114 0.696
C -1.369 -0.978 0.090
C -2.166 -2.395 -0.067
C -3.727 -2.040 0.096
N -3.679 -0.554 -0.192
H -2.926 -0.365 1.712
H -1.168 -0.617 -0.950
H -0.488 -1.235 0.722
H -1.817 -2.729 -1.074
H -1.882 -3.056 0.792
H -4.224 -2.691 -0.663
H -4.152 -2.098 1.128
H -4.540 -0.008 -0.086
H -3.287 -0.518 -1.148
O 1.777 3.299 0.073
S 2.335 3.476 1.388
O 3.259 2.530 1.947
O 1.130 3.706 2.436
C 0.081 2.737 2.476
C 0.505 1.486 3.223
C 3.038 5.094 1.503
H -0.263 2.498 1.466
H -0.757 3.200 3.001
H 1.279 0.944 2.675
H -0.345 0.813 3.360
H 0.919 1.741 4.199
H 2.319 5.819 1.129
H 3.939 5.108 0.892
H 3.290 5.295 2.543
O -1.997 -2.024 -3.734
S -2.212 -1.916 -5.157
O -2.976 -2.894 -5.876
O -0.793 -1.723 -5.884
C 0.248 -2.678 -5.626
C 0.030 -3.968 -6.393
C -2.862 -0.312 -5.521
H 0.340 -2.867 -4.553
H 1.182 -2.220 -5.953
H -0.848 -4.502 -6.024
H 0.894 -4.626 -6.289
H -0.138 -3.763 -7.452
H -2.255 0.438 -5.019
H -3.887 -0.277 -5.152
H -2.850 -0.165 -6.599
O 3.281 -4.472 -4.180
S 4.144 -5.608 -3.987
O 3.914 -6.851 -4.667
O 4.280 -5.896 -2.406
C 3.083 -6.063 -1.641
C 2.471 -7.437 -1.842
C 5.818 -5.112 -4.263
H 2.365 -5.271 -1.873
H 3.365 -5.944 -0.593
H 2.092 -7.553 -2.859
H 1.640 -7.592 -1.152
H 3.217 -8.218 -1.684
H 6.011 -4.198 -3.707
H 5.940 -4.937 -5.331
H 6.480 -5.913 -3.939
O -2.223 4.896 5.004
S -1.227 5.893 5.296
O 0.109 5.537 5.685
O -1.826 6.929 6.374
C -2.356 6.408 7.598
C -1.257 6.026 8.571
C -1.134 7.020 3.937
H -3.021 5.563 7.400
H -2.965 7.200 8.035
H -0.686 5.171 8.205
H -1.679 5.760 9.542
H -0.554 6.851 8.703
H -2.141 7.335 3.670
H -0.670 6.496 3.102
H -0.524 7.873 4.228
*
```

HOMO-LUMO gap   0.3496 Eh

Atomic charges from the Mulliken analysis, expressed in e, are listed below: F -0.3065; C 0.1145; C -0.6955; C -0.3488; C -0.5694; N -0.1233; H 0.3146; H 0.2807; H 0.3523; H 0.2718; H 0.4264; H 0.3281; H 0.3520; H 0.3650; H 0.2613; O -0.6552; S 1.2048; O -0.6139; O -0.1433; C -0.3374; C -1.1540; C -0.9299; H 0.3423; H 0.2595; H 0.3082; H 0.3746; H 0.3168; H 0.3066; H 0.3807; H 0.3161; O -0.5509; S 1.1481; O -0.5950; O -0.2960; C -0.2064; C -1.0131; C -0.9978; H 0.2398; H 0.2613; H 0.3072; H 0.3530; H 0.2837; H 0.3152; H 0.3747; H 0.3544; O -0.5850; S 1.2300; O -0.6132; O -0.3048; C -0.2718; C -0.9987; C -0.9782; H 0.2658; H 0.2802; H 0.2980; H 0.3839; H 0.2724; H 0.3152; H 0.3684; H 0.3456; O -0.6639; S 1.2573; O -0.5972; O -0.2628; C -0.3309; C -0.9829; C -0.8785; H 0.3118; H 0.2772; H 0.2901; H 0.3867; H 0.2637; H 0.3245; H 0.2876; H 0.3324



(5)
Below is a structure of composition C21H14Cl5F5MoNOSi at a distorted geometry, with properties calculated with ωB97M-V with the def2-TZVPD basis set.

ORCA input file:
```
! RIJCOSX wB97M-V def2-TZVPD def2/J DEFGRID3
* xyz 1 3
Mo -0.219 -0.382 -0.379
Cl -1.018 -2.684 -2.012
C -2.344 -1.575 -2.016
C -2.127 -0.409 -1.269
C -3.209 0.486 -1.239
Cl -3.029 1.930 -0.324
C -4.396 0.257 -1.937
Cl -5.682 1.381 -1.849
C -4.533 -0.904 -2.709
Cl -5.942 -1.161 -3.631
C -3.494 -1.849 -2.737
Cl -3.651 -3.290 -3.644
C 0.522 3.975 -1.527
Si 0.864 2.112 -1.337
C 0.194 1.265 -2.946
C 2.672 1.533 -1.038
N 0.048 1.377 0.116
C 0.170 1.887 1.403
C -0.551 1.240 2.418
C -0.377 1.592 3.742
C 0.509 2.602 4.089
C 1.188 3.280 3.090
C 1.021 2.933 1.760
H 0.692 4.277 -2.556
H 1.153 4.603 -0.908
H -0.510 4.216 -1.286
H 0.554 1.863 -3.781
H -0.896 1.253 -3.017
H 0.581 0.254 -3.111
H 3.228 1.423 -1.963
H 2.693 0.563 -0.518
H 3.222 2.236 -0.419
H -1.263 0.462 2.143
H -0.932 1.074 4.506
H 0.658 2.861 5.124
H 1.866 4.077 3.349
H 1.579 3.460 1.003
F 2.930 -6.254 2.288
C 2.350 -5.168 1.799
C 1.212 -4.647 2.422
F 0.732 -5.238 3.506
C 0.602 -3.508 1.911
F -0.484 -2.960 2.476
C 1.109 -2.874 0.772
O 0.544 -1.791 0.279
C 2.250 -3.413 0.161
F 2.703 -2.765 -0.924
C 2.871 -4.550 0.661
F 3.940 -5.049 0.060
*
```

Expectation value of S²   2.030
HOMO-LUMO gap (spin up / spin down)   0.2555 / 0.2568 Eh
ΔE to the lowest compared entry with this formula, charge and spin   90.7 kJ/mol

Atomic charges from the Mulliken analysis, expressed in e, are listed below: Mo 0.1984; Cl -0.2411; C 1.7900; C -1.4768; C 1.4695; Cl -0.1484; C -0.3402; Cl -0.1534; C 0.8203; Cl -0.1415; C -0.5149; Cl -0.1607; C -1.1304; Si 0.2761; C -1.2331; C -0.9959; N 0.3596; C 0.6847; C -0.2020; C -0.8221; C -0.4824; C -0.9636; C -0.0891; H 0.4084; H 0.3905; H 0.3656; H 0.4619; H 0.3817; H 0.3057; H 0.3833; H 0.2785; H 0.3479; H 0.4279; H 0.4159; H 0.4195; H 0.4154; H 0.2132; F -0.2627; C 0.5127; C 0.0785; F -0.2637; C 0.4713; F -0.2651; C -0.7430; O -0.3103; C 0.5258; F -0.2727; C 0.0743; F -0.2633



Number 1: electronic energy -9812.1867 eV. Number 2: electronic energy -95137.5199 eV. Number 3: electronic energy -64628.2304 eV. Number 4: electronic energy -89366.6133 eV. Number 5: electronic energy -111466.7507 eV.